Molecular formula: C13H32CuO7P2
Method: DFT, ωB97M-V/def2-TZVPD

Structure (XYZ):
```
55
Properties=species:S:1:pos:R:3:forces:R:3:nbo_charge:R:1
Cu -1.230271 0.433271 -1.760240 -1.033 -0.004 -0.413 0.861
P -0.764271 -0.938429 0.990560 0.042 -0.454 0.488 2.459
P 1.375329 -0.002829 -0.892340 1.359 0.148 0.680 2.453
O -1.516271 0.133871 0.276960 -0.038 -0.243 0.070 -1.210
O -3.166971 0.611071 -2.095340 0.074 -0.023 -0.008 -0.961
O 1.383929 1.343071 -0.070440 -0.098 -0.547 -0.053 -0.831
O -0.742471 -0.646729 2.538960 0.055 -0.698 -0.380 -0.824
O -1.255971 -2.419829 0.820860 0.484 0.484 0.083 -0.821
O 2.890929 -0.226129 -1.253240 -0.535 0.259 0.514 -0.824
O 0.523129 0.015471 -2.120740 0.886 -0.404 -0.151 -1.178
C 0.311029 0.653871 4.249360 -0.084 -0.141 -0.334 -0.623
C 3.272329 -0.276329 -3.652240 -0.037 0.028 0.295 -0.640
C 1.528929 2.587971 -0.805040 0.043 0.673 -0.226 0.101
C -3.537071 -2.104029 1.636960 0.284 -0.107 0.041 -0.649
C 0.961029 -1.163229 0.435760 -0.451 0.568 -0.417 -1.242
C 2.721829 -2.390629 -2.388040 0.104 0.221 0.176 -0.650
C 3.398329 -1.031429 -2.339440 0.451 -0.405 -0.680 0.113
C -3.051571 -2.844729 -0.738140 0.328 -0.045 0.263 -0.631
C 0.162529 3.257771 -0.849540 0.225 -0.410 -0.069 -0.611
C 2.589529 3.419971 -0.103840 -0.213 -0.363 -0.172 -0.624
C -2.618571 -2.889529 0.720460 -0.816 -0.282 -0.072 0.116
C -0.533871 0.714571 2.989860 -0.011 0.759 0.475 0.099
C -1.887571 1.362071 3.233860 0.183 -0.193 -0.260 -0.631
H -2.452471 1.393271 2.306160 -0.083 0.055 -0.049 0.221
H -2.446971 0.781971 3.961860 -0.063 -0.035 0.160 0.220
H -1.761671 2.376671 3.602660 0.027 0.070 0.062 0.225
H 2.723429 4.357871 -0.633540 0.029 0.135 -0.033 0.229
H 0.204629 4.173171 -1.432640 0.000 0.082 -0.059 0.232
H -0.204271 0.076971 5.009260 -0.106 -0.068 0.170 0.223
H 3.130029 -2.967729 -3.213340 -0.018 -0.047 -0.063 0.241
H -0.559271 2.569671 -1.313740 0.052 0.302 0.094 0.182
H 2.899529 -2.945429 -1.469840 -0.005 -0.087 0.093 0.216
H -3.532771 -1.057429 1.345060 -0.157 0.173 -0.001 0.210
H 1.268929 0.181271 4.058460 0.164 -0.060 -0.047 0.216
H -2.432471 -3.506729 -1.337640 0.052 -0.052 -0.085 0.225
H 2.224229 -0.127629 -3.901840 -0.039 -0.029 -0.085 0.226
H -2.950971 -1.833729 -1.129840 -0.103 0.072 -0.025 0.205
H -4.552271 -2.486829 1.578960 -0.049 -0.049 -0.026 0.235
H 1.645529 -0.963129 1.258960 0.052 0.056 0.016 0.306
H -0.166771 3.489871 0.160860 -0.089 0.018 0.068 0.220
H 1.093429 -2.193729 0.114560 -0.015 -0.008 -0.079 0.308
H -4.084771 -3.164429 -0.827740 -0.131 -0.022 -0.023 0.230
H 3.536429 2.886371 -0.085640 0.078 -0.006 0.002 0.228
H -3.189071 -2.179329 2.664660 -0.057 0.026 0.099 0.231
H 3.756029 0.693171 -3.576140 0.076 0.123 -0.014 0.221
H -0.002971 1.260271 2.202860 0.019 -0.024 0.035 0.186
H 0.490729 1.655271 4.626860 -0.006 0.137 0.040 0.226
H 1.857729 2.341371 -1.823040 -0.028 0.086 0.118 0.190
H 3.754529 -0.837329 -4.447240 0.045 -0.070 -0.079 0.230
H 2.283729 3.626571 0.918360 -0.032 0.066 0.112 0.217
H 1.649629 -2.266629 -2.541440 -0.052 -0.108 -0.112 0.215
H -3.517771 0.791371 -1.215540 -0.243 0.128 0.044 0.514
H -2.558071 -3.928329 1.061560 0.006 0.179 -0.076 0.204
H 4.457629 -1.150429 -2.080140 -0.247 0.008 -0.067 0.204
H -3.377571 1.354571 -2.666740 -0.277 0.132 -0.042 0.512
```
Forces are in eV/Å.

For the frontier orbital gap, the calculation gives 0.3393 hartree. As for the largest force on an atom: 1.5 eV/A. As for the total charge: +1. As for the spin multiplicity: 1.

=====

Molecular formula: CH3Cl2N
Method: DFT, ωB97M-V/def2-TZVPD

Structure (XYZ):
```
7
Properties=species:S:1:pos:R:3:forces:R:3:nbo_charge:R:1
Cl -0.734473 -1.866228 0.001490 -0.661 -1.637 0.282 0.022
Cl 2.502224 -0.663476 -0.135508 -1.497 0.540 1.228 0.054
N 1.064699 0.230884 0.510632 -2.150 -1.071 -0.846 -0.592
C -0.280646 -0.281924 -0.293967 5.991 0.587 1.484 -0.262
H -0.888869 0.447521 0.025773 -2.863 2.210 1.016 0.201
H 0.814138 0.058274 1.522059 1.322 -0.518 -1.201 0.366
H 0.108095 -0.092227 -1.240870 -0.141 -0.111 -1.964 0.210
```
Forces are in eV/Å.

As for the energy above the lowest of the compared OMol25 structures with the same formula, charge and spin: 48.4 kJ/mol. For the frontier orbital gap, the calculation gives 0.3769 hartree. As for the largest force on an atom: 6.2 eV/A. The structure (SMILES) is ClCNCl. As for the total charge: 0. As for the spin multiplicity: 1.

=====

Molecular formula: C5H8N2
Method: DFT, ωB97M-V/def2-TZVPD

Structure (XYZ):
```
15
Properties=species:S:1:pos:R:3:forces:R:3:nbo_charge:R:1
N -0.170369 -0.796557 -0.721340 -0.840 -6.442 -1.462 -0.176
N -0.306191 0.385557 -0.798824 -1.283 10.949 -2.311 -0.167
C 1.232138 1.444255 2.225464 3.959 -1.850 0.844 -0.281
C 0.785593 1.436414 1.074585 -0.348 0.422 1.773 -0.103
C -0.015668 1.473946 -0.128082 -0.563 -0.161 0.201 -0.168
C -0.214889 -1.320202 0.550308 1.501 -3.762 5.732 -0.484
C -0.905205 -1.577047 -1.827210 -1.706 5.523 0.642 -0.422
H -0.205348 -2.255631 -2.048075 1.409 -3.604 -1.213 0.207
H 0.814810 -1.665866 0.967941 -0.983 1.717 -0.437 0.213
H 2.254983 1.076724 2.996586 -4.029 1.671 -2.696 0.273
H -0.746826 -0.629202 1.330169 1.002 -1.267 -1.573 0.230
H -1.963012 -1.670665 -1.574849 0.315 -1.402 0.593 0.212
H -0.480671 2.521228 -0.438845 1.273 -2.608 0.249 0.220
H -1.070267 -0.839332 -2.674138 1.067 -0.788 0.826 0.222
H -0.559549 -2.404454 0.711961 -0.775 1.600 -1.167 0.224
```
Forces are in eV/Å.

As for the energy above the lowest of the compared OMol25 structures with the same formula, charge and spin: 693.8 kJ/mol. For the frontier orbital gap, the calculation gives 0.3148 hartree. As for the largest force on an atom: 11.3 eV/A. The structure (SMILES) is C#C/C=N\N(C)C. As for the total charge: 0. As for the spin multiplicity: 1.

=====

Molecular formula: H20O10
Method: DFT, ωB97M-V/def2-TZVPD

Structure (XYZ):
```
30
Properties=species:S:1:pos:R:3:forces:R:3:nbo_charge:R:1
O -1.687465 0.971682 1.967041 0.419 -0.100 -0.910 -1.024
O -1.971254 -1.604633 1.126210 -0.729 -0.928 0.442 -1.002
O 1.700109 1.980677 0.127210 0.931 0.452 -0.430 -1.025
O 1.505296 -2.030827 -1.024560 0.504 -0.421 0.616 -1.029
O -1.150536 -1.767881 -1.624288 -0.351 0.263 0.669 -0.998
O 1.118642 0.531073 2.471794 -0.351 0.226 -0.316 -1.001
O 0.927272 -2.002887 1.550978 -0.205 0.391 -0.133 -0.996
O -0.972702 2.520198 -0.094664 0.147 -0.571 -0.834 -1.004
O -0.898026 0.830959 -2.407642 -0.375 -0.347 -0.220 -1.027
O 1.873437 0.512920 -2.005923 -0.310 -0.555 -0.122 -0.988
H 0.140809 0.656300 2.493502 0.722 0.140 -0.073 0.499
H 2.175613 -2.739610 -1.082367 -0.580 0.509 0.032 0.493
H 1.154594 -1.121506 1.960147 -0.211 -0.367 -0.146 0.514
H -0.210902 -1.994021 -1.487860 -0.025 -0.146 -0.111 0.504
H 1.898573 -0.432053 -1.723618 0.073 0.328 -0.099 0.509
H 0.976074 0.601062 -2.393725 0.308 0.193 0.141 0.506
H -1.067689 -0.110227 -2.078341 -0.117 0.542 -0.565 0.522
H 2.388701 2.668944 0.012427 -0.589 -0.607 0.208 0.487
H 0.010413 2.571651 -0.022601 -0.415 -0.124 0.041 0.509
H 1.834386 1.358041 -0.665731 -0.173 0.412 0.300 0.515
H -2.032741 -0.703256 1.479593 0.100 0.597 0.092 0.515
H -1.450021 1.472973 1.118021 -0.107 -0.032 0.558 0.520
H 1.299587 -1.937627 -0.028787 0.375 -0.269 -0.485 0.517
H -1.098177 2.038992 -0.957683 0.107 0.458 0.763 0.509
H -1.401866 0.981420 -3.231747 0.354 -0.376 0.727 0.491
H -1.549548 -1.811558 -0.722564 0.225 0.035 -0.624 0.505
H -0.046484 -1.985668 1.468865 0.244 -0.038 0.228 0.497
H -2.243193 1.572849 2.452327 -0.323 0.301 0.326 0.488
H -2.663774 -2.097013 1.615726 0.675 0.277 -0.541 0.487
H 1.440873 1.069029 1.708260 -0.323 -0.243 0.467 0.508
```
Forces are in eV/Å.

As for the energy above the lowest of the compared OMol25 structures with the same formula, charge and spin: 7.5 kJ/mol. For the frontier orbital gap, the calculation gives 0.4201 hartree. As for the largest force on an atom: 1.3 eV/A. The structure (SMILES) is O.O.O.O.O.O.O.O.O.O. As for the total charge: 0. As for the spin multiplicity: 1.

=====

Molecular formula: C48H41F3HfN8
Method: DFT, ωB97M-V/def2-TZVPD

Structure (XYZ):
```
101
Properties=species:S:1:pos:R:3:forces:R:3:mulliken_charge:R:1
Hf -0.190327 0.738813 0.430113 -0.125 0.092 0.410 0.224
F 3.263049 5.011811 -2.892322 0.015 -0.031 -0.036 -0.232
F 3.337030 6.562791 -1.388798 0.017 0.028 0.014 -0.251
F 1.668219 6.472064 -2.767083 -0.025 0.033 -0.031 -0.291
N 2.610303 -2.394085 1.561314 0.036 -0.003 0.154 0.457
N -5.810333 -2.297708 -3.197444 0.083 0.065 -0.104 0.024
N 1.443114 8.321183 3.215628 -0.004 -0.022 0.000 -0.448
N -6.368122 -2.535538 -1.046992 0.127 0.018 -0.019 -0.590
N 0.683413 2.877088 0.645633 -0.026 -0.234 0.005 1.026
N 0.887116 -0.895139 1.098240 0.024 -0.008 0.012 0.338
N 2.958512 -0.684247 0.069558 -0.031 -0.028 -0.083 0.804
N -2.103586 0.080829 -0.477386 0.025 -0.093 -0.060 -0.055
C -4.328289 -1.305392 -1.446480 0.164 0.144 0.073 1.052
C -0.680562 -2.787631 0.978400 0.001 0.009 -0.071 1.617
C -0.617000 -1.368867 2.963334 0.023 -0.034 0.056 -0.245
C 2.113033 1.721665 -3.260433 0.014 -0.003 -0.004 -1.463
C 1.142844 1.542072 -2.291407 -0.047 0.038 -0.001 0.142
C -3.092432 -0.328796 0.359285 0.002 0.049 -0.012 -0.340
C 6.289741 -2.724053 1.876591 0.010 0.000 0.015 -0.840
C -0.877659 1.956501 2.257873 0.052 0.115 -0.280 -2.084
C -1.733587 -3.480372 1.558697 -0.040 0.010 0.053 -0.822
C -5.493843 -2.034119 -1.888993 -0.158 -0.083 0.043 -0.053
C 4.983056 -0.323663 -1.834260 -0.062 0.032 -0.009 -1.676
C -1.678429 -2.073630 3.515962 -0.005 0.001 -0.011 -0.986
C -3.305377 -0.876745 -2.304228 -0.140 -0.072 -0.024 -1.034
C 1.178328 4.809684 3.406909 0.010 0.079 -0.037 -0.926
C 6.528447 -3.797243 1.032394 -0.025 -0.013 -0.012 -0.693
C -0.161370 -3.160464 -0.384047 -0.031 -0.002 0.093 -1.157
C -0.039521 3.194775 1.990527 0.018 0.172 0.096 1.695
C -8.462189 -3.859976 -1.445986 0.067 0.059 0.032 -0.791
C 5.475868 -4.420448 0.374266 0.037 0.005 0.013 -0.760
C -7.778001 -3.537103 -4.207880 0.056 0.037 -0.001 -1.059
C 1.800545 4.826842 -1.080901 0.090 -0.043 0.008 0.625
C 2.512838 5.737710 -2.043587 -0.007 -0.011 0.056 0.588
C -0.123120 -1.723193 1.709630 0.057 -0.007 -0.045 -1.258
C -7.306196 -3.158614 -1.826434 -0.102 -0.035 -0.027 0.637
C 4.756925 -1.068688 3.005807 0.016 -0.054 -0.046 -1.328
C 3.631439 0.326551 -1.988740 0.094 0.011 -0.061 1.391
C -2.232350 -3.129805 2.810452 0.013 -0.009 -0.029 -0.749
C 3.960723 -2.876252 1.409636 0.057 0.018 -0.035 -0.759
C -0.277840 5.749363 1.665866 0.043 -0.024 -0.029 -1.353
C 0.879072 3.549970 3.114276 -0.033 -0.087 -0.037 -0.988
C 2.144995 -1.324403 0.913356 -0.033 0.011 -0.160 0.495
C -9.243659 -4.377344 -2.444861 -0.001 -0.004 -0.050 -0.519
C 3.354564 1.122657 -3.092618 -0.036 -0.009 0.027 -0.933
C 2.617022 0.158514 -1.038547 -0.014 -0.027 0.044 0.677
C 0.626922 5.936539 2.627813 0.011 0.016 0.030 0.685
C -6.981978 -3.011930 -3.186727 -0.064 -0.055 0.077 0.747
C 0.478213 4.789902 -1.012497 -0.101 -0.036 0.074 -1.503
C -2.225691 -0.205679 -1.791374 0.016 0.057 -0.027 -0.213
C 4.186660 -3.954250 0.563321 -0.053 0.003 -0.010 -0.285
C 5.001338 -2.238929 2.087607 -0.038 0.059 0.043 1.485
C -0.760085 4.386188 1.291921 -0.015 -0.020 -0.110 0.359
C -4.192223 -1.007767 -0.079236 -0.137 -0.077 -0.118 -0.651
C 1.069374 7.267750 2.953021 0.009 -0.083 0.007 -0.333
C 2.646451 3.972657 -0.236055 -0.005 0.087 -0.116 -1.315
C -0.209916 3.857543 -0.069593 -0.023 0.137 0.128 0.380
C -8.903286 -4.215642 -3.809202 -0.046 -0.025 0.039 -0.404
C 1.366060 0.769429 -1.143153 0.158 -0.091 0.020 -0.212
C 2.099878 3.076575 0.568841 -0.113 0.057 -0.032 -0.845
H -1.416462 0.119032 -2.436304 0.006 -0.014 0.009 0.461
H 3.348311 -4.423379 0.062997 0.009 0.000 0.004 0.465
H 2.681593 2.427966 1.210245 0.009 0.013 0.015 0.608
H 4.124505 1.271052 -3.839414 0.006 -0.008 0.012 0.416
H 5.577118 -0.963293 3.712599 0.001 0.001 -0.004 0.521
H 5.498627 0.022952 -0.933478 0.011 -0.015 0.000 0.368
H -2.179648 -4.306485 1.018551 -0.001 0.000 0.005 0.506
H 7.539787 -4.155265 0.894251 -0.004 0.001 0.001 0.431
H -2.977744 -0.093584 1.411918 0.078 0.007 -0.009 0.324
H -4.966480 -1.322527 0.605995 0.020 0.008 0.016 0.592
H 7.115954 -2.254604 2.396079 0.001 -0.010 -0.006 0.459
H 3.720568 4.082473 -0.289011 -0.005 -0.022 0.030 0.544
H 3.835013 -1.186388 3.575491 0.010 0.005 0.017 0.313
H -0.152013 -0.552951 3.501018 -0.003 -0.028 0.004 0.730
H -0.145554 5.429753 -1.623490 0.035 0.004 -0.024 0.582
H -3.336800 -1.074303 -3.366548 0.028 0.009 0.008 0.364
H 1.272543 2.734449 3.711156 -0.002 0.025 0.027 0.497
H -2.057697 -1.805109 4.492684 0.004 -0.002 -0.005 0.492
H 1.825734 5.044692 4.241547 -0.012 0.021 -0.003 0.510
H 2.034790 -2.772078 2.301327 -0.039 0.005 -0.027 0.317
H 0.794723 -3.683722 -0.310891 0.009 0.007 -0.007 0.102
H -1.935123 2.160876 2.019809 -0.018 -0.006 0.043 0.394
H -0.995864 3.322389 -0.627754 -0.039 -0.025 0.032 0.355
H 0.190426 2.055791 -2.431140 0.005 0.003 -0.001 0.341
H -10.144327 -4.920293 -2.193785 0.002 -0.003 -0.012 0.402
H -0.860801 1.661140 3.304507 0.044 -0.059 -0.007 0.572
H 3.897309 -1.062043 0.043364 0.008 -0.010 0.005 -0.278
H -9.553353 -4.641285 -4.561689 -0.004 -0.002 0.009 0.401
H -8.713810 -3.972062 -0.400438 -0.010 -0.010 -0.009 0.447
H 4.688489 -0.130970 2.446600 -0.017 -0.007 -0.001 0.189
H -7.530122 -3.420068 -5.254111 0.009 0.004 0.009 0.397
H -3.055050 -3.689987 3.235106 0.004 -0.001 -0.012 0.480
H -0.861674 -3.821804 -0.889903 0.009 0.000 -0.016 0.481
H -0.697820 6.597666 1.139185 0.016 0.002 0.004 0.537
H 1.918573 2.334919 -4.130476 0.010 -0.005 0.003 0.520
H 0.003605 -2.281528 -1.011908 0.007 0.004 -0.027 0.172
H 5.657203 -5.264711 -0.276355 0.004 0.004 0.002 0.453
H -1.848830 4.348003 1.362145 -0.010 0.000 0.008 0.505
H -5.342425 -1.958199 -4.019547 0.004 -0.019 0.001 0.201
H 5.619358 -0.081668 -2.681834 0.009 0.002 0.006 0.439
H 4.909290 -1.414563 -1.787523 0.002 -0.001 0.008 0.383
```
Forces are in eV/Å.

As for the energy above the lowest of the compared OMol25 structures with the same formula, charge and spin: 14.8 kJ/mol. For the frontier orbital gap, the calculation gives 0.2453 hartree. As for the largest force on an atom: 0.4 eV/A. As for the total charge: +2. As for the spin multiplicity: 1.